No. 1
{
  "formula": "C18H34F2N4O18S2",
  "method": "ωB97M-V/def2-TZVPD",
  "e_above_lowest_kcal_mol": 0.0,
  "max_force_ev_per_a": 4.32,
  "smiles": "O=C1OC[C@@H](F)O1.O=C1OC[C@@H](F)O1.C[N+](=O)[O-].C[N+](=O)[O-].C[N+](=O)[O-].C[N+](=O)[O-].O=S1(=O)CCCC1.O=S1(=O)CCCC1",
  "e_lumo_ev": -0.6729,
  "gap_ev": 9.7,
  "species": ["C", "N", "O", "O", "H", "H", "H", "C", "N", "O", "O", "H", "H", "H", "C", "N", "O", "O", "H", "H", "H", "C", "N", "O", "O", "H", "H", "H", "C", "C", "C", "S", "O", "O", "C", "H", "H", "H", "H", "H", "H", "H", "H", "C", "C", "C", "S", "O", "O", "C", "H", "H", "H", "H", "H", "H", "H", "H", "C", "C", "O", "C", "O", "O", "F", "H", "H", "H", "C", "C", "O", "C", "O", "O", "F", "H", "H", "H"],
  "positions_angstrom": [[-3.48333, 0.72261, -1.79781], [-4.95178, 0.92880, -1.90180], [-5.40718, 2.10286, -2.03407], [-5.60721, -0.11054, -2.00639], [-3.18845, 1.18210, -0.85439], [-3.02542, 1.37305, -2.54303], [-3.16678, -0.32009, -1.77181], [-5.04966, 3.93481, 0.26744], [-3.76977, 4.15339, -0.48877], [-2.82261, 3.54350, 0.02952], [-3.73107, 5.03225, -1.35937], [-5.13530, 2.88221, 0.53726], [-5.85837, 4.24942, -0.39218], [-5.05887, 4.49007, 1.20536], [1.77767, 1.10645, -3.15958], [0.30233, 1.24742, -3.42392], [-0.45732, 0.31069, -2.99766], [-0.13623, 2.27251, -3.87710], [2.01133, 0.60692, -4.09978], [1.85450, 0.53115, -2.23696], [2.16368, 2.11675, -3.02397], [4.33312, 3.09713, 3.41047], [4.33008, 3.88366, 4.65756], [4.91438, 3.38586, 5.60137], [3.62744, 4.93150, 4.73097], [3.37657, 3.40306, 2.98677], [4.41706, 2.02206, 3.56945], [5.09920, 3.41645, 2.70390], [-1.10945, -3.90025, -2.99169], [-0.87260, -5.06165, -1.99571], [0.03926, -4.59667, -0.89369], [1.14698, -3.36657, -1.55176], [2.46623, -3.93831, -1.72266], [0.90013, -2.17034, -0.71972], [0.21641, -3.15267, -3.23409], [-1.79666, -3.12611, -2.65029], [-1.45684, -4.28738, -3.94958], [-0.45246, -5.89227, -2.56285], [-1.79884, -5.41064, -1.53921], [0.52418, -5.41498, -0.36141], [-0.50978, -4.12442, -0.07905], [0.80224, -3.83874, -3.84582], [0.38664, -2.10028, -3.46125], [4.46154, -1.53174, 0.91074], [3.48385, -0.58881, 0.10327], [4.17386, 0.62387, -0.50545], [5.90330, 0.75542, 0.30488], [5.81520, 1.54272, 1.50243], [6.90865, 1.08833, -0.76873], [5.92995, -1.09763, 0.66961], [4.30215, -2.55440, 0.56889], [4.29741, -1.55193, 1.98813], [2.69711, -0.16969, 0.73054], [3.02417, -1.08940, -0.74891], [3.80332, 1.61820, -0.25620], [4.39329, 0.57020, -1.57178], [6.66790, -1.35186, 1.43047], [6.20194, -1.44022, -0.32876], [0.36972, 1.72027, 1.71538], [-0.19207, 1.05360, 0.47462], [-0.78645, -0.09672, 1.09317], [-0.20456, -0.39883, 2.29009], [-0.33095, -1.49509, 2.78470], [0.74650, 0.50831, 2.46153], [0.79189, 0.76421, -0.31068], [-0.19636, 2.54608, 2.14631], [1.22728, 2.29785, 1.37027], [-0.95334, 1.58846, -0.09327], [-3.97836, -1.31784, 1.96044], [-4.58816, -0.05649, 2.37265], [-5.96803, -0.24146, 2.06130], [-6.19963, -1.60221, 2.24485], [-7.22659, -2.22453, 2.46706], [-4.99637, -2.18012, 2.47212], [-3.99019, 0.94192, 1.68679], [-2.98257, -1.59541, 2.30606], [-4.02361, -1.33324, 0.87149], [-4.42500, 0.18322, 3.42337]],
  "atomic_forces_ev_per_a": [[0.5, 1.4, 0.9], [-1.3, 0.2, -1.5], [1.3, -3.0, 0.7], [0.3, 1.7, 0.5], [-0.1, 0.0, 0.2], [0.0, -0.5, -0.3], [-0.5, 0.2, -0.5], [-0.8, -0.2, -0.7], [0.1, 1.4, 1.3], [-0.3, 0.6, -1.6], [0.3, -2.2, 1.5], [0.2, 0.1, -0.3], [0.1, -0.1, 0.2], [0.4, 0.3, -0.3], [-1.4, 0.0, -0.4], [-2.7, -1.2, 2.6], [2.1, 1.8, -1.4], [0.5, -0.2, -0.4], [1.2, 0.0, 0.4], [0.2, -0.3, -0.5], [0.1, -0.2, -0.4], [-0.9, 0.7, -1.1], [-1.1, 1.0, 1.5], [0.0, 0.6, -0.3], [1.8, -2.3, -0.6], [0.0, -0.5, -0.3], [0.0, 0.4, 0.4], [0.2, 0.1, 0.5], [0.1, 1.4, -0.1], [-0.3, 0.3, -0.6], [-0.3, -0.5, 1.0], [-1.6, 0.9, 0.3], [-0.1, 0.6, -0.1], [0.9, -1.1, -1.3], [1.9, -2.0, 1.9], [-0.5, -0.4, 0.3], [-0.2, 0.1, 0.1], [0.2, -0.1, 0.1], [-0.1, 0.0, -0.3], [0.6, 0.0, -0.5], [-0.2, 0.5, -0.3], [0.4, 0.5, -0.4], [-0.8, -0.1, -0.2], [0.5, 0.6, -0.1], [0.1, 0.6, 0.1], [2.4, 0.7, 0.8], [0.5, -1.6, -3.5], [0.1, 0.2, 0.4], [-2.2, -0.7, 2.7], [-0.7, 1.0, -1.0], [0.2, 0.0, -0.1], [-0.4, 0.3, -0.1], [0.0, -0.7, 0.1], [-0.1, -0.4, 0.5], [-0.5, -0.2, -0.1], [0.0, -0.1, 0.1], [-0.2, 0.1, -0.1], [0.5, -0.2, 0.1], [1.1, 0.3, -1.3], [-3.0, 0.8, 3.0], [-1.3, -0.1, -1.1], [0.9, -2.6, -2.4], [-0.2, 2.3, 0.3], [0.2, 2.5, 1.9], [2.1, -1.2, -2.0], [-0.8, -1.0, 0.9], [0.7, -0.7, 0.4], [-0.1, 0.0, 0.2], [-0.3, -1.2, -0.4], [0.8, 0.8, 0.7], [-0.3, -0.4, -0.1], [-1.3, -1.5, 2.4], [2.2, 2.5, -1.4], [0.2, -1.2, -0.7], [-0.6, 1.0, -0.8], [-0.3, 0.2, 0.3], [0.3, -0.2, -0.2], [-0.5, 0.0, 0.2]],
  "mulliken_charge": [-0.605, 1.058, -0.562, -0.568, -0.085, 0.383, 0.360, -0.648, 0.920, -0.498, -0.541, 0.131, 0.316, 0.297, -0.738, 0.877, -0.445, -0.544, 0.374, 0.067, 0.371, -0.705, 0.873, -0.512, -0.537, 0.230, 0.308, 0.358, -0.387, -0.586, -0.776, 1.055, -0.768, -0.334, -0.559, 0.067, 0.421, 0.290, 0.345, 0.410, 0.325, 0.378, 0.131, -0.776, 1.469, -0.988, 0.990, -0.542, -0.675, -0.800, 0.321, 0.401, -0.730, -0.475, 0.432, 0.368, 0.497, 0.355, -0.472, 0.221, -0.079, 0.608, -0.564, -0.323, 0.079, 0.287, 0.227, 0.228, -0.073, 0.234, -0.329, 0.597, -0.535, -0.383, -0.043, 0.176, 0.156, 0.192]
}



No. 2
{
  "formula": "C6H4O",
  "method": "ωB97M-V/def2-TZVPD",
  "e_above_lowest_kcal_mol": 23.8,
  "max_force_ev_per_a": 0.46,
  "smiles": "C#Cc1ccco1",
  "e_lumo_ev": 1.0329,
  "gap_ev": 9.6,
  "species": ["C", "C", "C", "C", "C", "C", "O", "H", "H", "H", "H"],
  "positions_angstrom": [[-2.21286, 1.14072, -1.52238], [-1.45054, 0.83985, -0.64083], [-0.41388, 0.30345, 0.16721], [-0.19993, -0.99177, 0.52554], [1.19493, -1.09812, 0.79376], [1.70407, 0.15028, 0.63165], [0.74084, 1.02062, 0.26230], [-2.85004, 1.39201, -2.33890], [-0.95131, -1.76941, 0.53300], [1.74702, -2.00492, 0.98349], [2.69607, 0.56511, 0.71609]],
  "atomic_forces_ev_per_a": [[0.2, 0.0, 0.3], [-0.3, 0.1, -0.3], [-0.1, -0.2, -0.3], [-0.1, 0.1, -0.1], [0.1, 0.0, 0.0], [0.1, -0.2, 0.1], [0.0, 0.0, -0.1], [0.0, 0.0, 0.2], [0.2, 0.1, -0.1], [0.0, 0.1, 0.2], [-0.1, -0.1, 0.1]],
  "mulliken_charge": [-0.073, -0.274, 0.100, -0.364, -0.385, -0.343, -0.298, 0.414, 0.423, 0.378, 0.421]
}



No. 3
{
  "formula": "C6H9ClNO3",
  "method": "ωB97M-V/def2-TZVPD",
  "max_force_ev_per_a": 5.90,
  "e_lumo_ev": 3.3059,
  "gap_ev": 7.3,
  "charge": -1,
  "species": ["C", "C", "C", "C", "C", "C", "N", "O", "O", "O", "Cl", "H", "H", "H", "H", "H", "H", "H", "H", "H"],
  "positions_angstrom": [[-2.06158, -1.05257, 0.16447], [-0.76937, 1.07542, 0.48897], [0.21381, 1.02204, 1.68539], [0.18581, -0.61883, -0.90617], [1.42923, -0.72141, 0.59092], [0.73367, 0.15134, -1.99347], [-0.95534, -0.11730, -0.26291], [-1.85026, -2.22713, -0.21791], [-3.05931, -0.57932, 0.71345], [1.50814, 0.56219, 1.11112], [3.07925, -1.21589, 0.25781], [-1.72543, 1.35536, 0.76225], [-0.39808, 1.88868, -0.12695], [0.35113, 2.12553, 1.92571], [-0.02561, 0.28173, 2.45342], [-0.06680, -1.67768, -1.15137], [1.01149, -1.42763, 1.38138], [0.53958, 1.21859, -1.85592], [0.09428, -0.05951, -2.73945], [1.76537, 0.01642, -2.28076]],
  "atomic_forces_ev_per_a": [[0.6, -1.2, -1.4], [1.1, -0.1, 0.2], [0.8, 0.2, -2.5], [1.5, -3.3, 4.7], [-2.9, -0.2, -1.2], [1.5, 2.6, 1.1], [-0.6, 0.0, 0.3], [-0.1, 0.3, 0.3], [0.4, 0.8, 0.4], [-0.5, 1.1, 0.8], [0.5, -0.3, -0.4], [-2.0, 0.7, 1.1], [0.3, 0.2, -0.4], [0.1, -1.7, 0.6], [-0.3, 0.6, 0.3], [0.5, 0.8, 0.2], [0.3, 0.6, -1.1], [0.5, 0.1, 0.3], [-1.9, -0.9, -3.4], [0.2, -0.4, 0.1]],
  "mulliken_charge": [0.592, -1.047, -0.456, 0.230, -0.085, -1.596, 0.057, -0.757, -0.726, -0.417, -0.255, 0.606, 0.293, 0.301, 0.357, 0.471, 0.327, 0.274, 0.522, 0.311]
}



No. 4
{
  "formula": "C6H13NO",
  "method": "ωB97M-V/def2-TZVPD",
  "e_above_lowest_kcal_mol": 108.2,
  "max_force_ev_per_a": 1.39,
  "e_lumo_ev": 0.7476,
  "gap_ev": 7.9,
  "species": ["C", "C", "C", "C", "C", "C", "N", "O", "H", "H", "H", "H", "H", "H", "H", "H", "H", "H", "H", "H", "H"],
  "positions_angstrom": [[1.30368, -0.69673, -0.44260], [0.83372, -2.13045, -0.51184], [-1.08365, 2.06208, 1.02955], [-0.67720, 1.47471, -1.39963], [0.50083, 0.23243, 0.42952], [-0.33914, 1.19743, 0.04002], [0.59447, -2.75733, 0.65112], [0.73862, -0.07246, 1.76729], [0.17457, 0.47135, 2.32871], [0.38707, -2.23004, 1.49151], [0.35019, -3.73528, 0.64090], [2.32109, -0.72869, -0.03479], [1.36707, -0.30680, -1.45517], [0.35573, -2.47370, -1.54368], [-0.59864, -1.90155, -1.51917], [-1.20396, 3.07140, 0.62962], [-2.08888, 1.67335, 1.22595], [-0.30190, 2.45673, -1.70731], [-0.57601, 2.17684, 1.99212], [-1.76434, 1.49350, -1.52767], [-0.29332, 0.72322, -2.08443]],
  "atomic_forces_ev_per_a": [[-0.1, -0.1, -0.1], [-0.5, 0.1, -1.2], [0.0, 0.0, 0.0], [0.0, 0.0, 0.0], [-0.2, 0.1, 0.0], [0.1, -0.2, 0.1], [-0.2, -0.2, 0.0], [0.0, 0.0, -0.1], [0.0, 0.0, -0.1], [-0.1, -0.1, -0.2], [0.1, 0.2, 0.1], [0.0, 0.0, 0.0], [0.0, 0.0, 0.0], [1.0, -0.2, 0.9], [-0.1, 0.4, 0.5], [0.0, 0.0, 0.0], [0.0, 0.0, 0.0], [0.0, 0.0, 0.0], [0.0, 0.0, 0.0], [0.0, 0.0, 0.0], [0.0, 0.0, 0.0]],
  "mulliken_charge": [-0.862, -0.153, -1.596, -1.460, 0.330, 1.068, -0.322, -0.606, 0.248, 0.184, 0.225, 0.358, 0.332, 0.108, -0.004, 0.356, 0.297, 0.323, 0.510, 0.320, 0.343]
}



No. 5
{
  "formula": "C11H13NS",
  "method": "ωB97M-V/def2-TZVPD",
  "e_above_lowest_kcal_mol": 61.3,
  "max_force_ev_per_a": 3.92,
  "smiles": "C=Nc1ccccc1.CC(C)=C=S",
  "e_lumo_ev": 0.1346,
  "gap_ev": 8.0,
  "species": ["C", "C", "C", "C", "C", "C", "C", "C", "C", "C", "C", "N", "S", "H", "H", "H", "H", "H", "H", "H", "H", "H", "H", "H", "H", "H"],
  "positions_angstrom": [[2.88658, -0.35409, 1.12365], [2.90222, -1.49481, 0.36439], [2.10012, 0.76951, 0.68793], [2.17968, -1.51874, -0.85761], [1.27226, 0.62116, -0.39061], [1.33038, -0.49255, -1.17111], [-3.02826, -0.12556, -1.18554], [0.58078, 0.23126, -3.27273], [-2.59093, -0.04887, 0.06177], [-2.35594, 1.29889, 0.74231], [-1.85543, -1.14186, 0.89748], [0.54567, -0.59699, -2.32851], [-3.42910, -0.34178, -2.65399], [3.46493, -0.37831, 1.94711], [3.58171, -2.30184, 0.61621], [2.04783, 1.68369, 1.25306], [2.39778, -2.49072, -1.41794], [0.56436, 1.28225, -0.87524], [-0.12175, 0.25739, -4.09092], [1.15186, 1.10826, -3.17351], [-2.97116, 1.27731, 1.63344], [-2.74626, 2.22112, 0.17884], [-1.36245, 1.56263, 1.01407], [-1.68887, -1.93583, 0.22925], [-2.40379, -1.63533, 1.62816], [-0.88137, -0.83031, 1.36051]],
  "atomic_forces_ev_per_a": [[-2.4, 1.3, -2.8], [-0.4, 0.6, -1.6], [0.3, -1.2, 1.3], [1.7, -3.1, 1.1], [-0.3, 0.7, -0.7], [0.5, -1.5, -1.6], [1.1, -0.6, 2.4], [-0.7, 0.2, 1.1], [1.7, 0.9, 0.5], [-2.7, 1.7, -1.2], [0.6, 1.0, -1.7], [-0.8, -1.1, -0.7], [-0.5, 0.1, -1.0], [1.7, 0.6, 2.9], [-0.2, -0.1, 0.0], [0.2, 0.1, 0.2], [-1.0, 1.8, 0.2], [0.1, 1.1, 1.0], [-0.2, -0.7, -0.3], [1.3, 1.3, -0.1], [0.1, 0.1, 0.5], [0.4, -1.5, 0.4], [1.1, -0.5, 0.1], [0.8, -1.1, -1.0], [-1.5, -0.2, 1.7], [-0.9, 0.2, -0.7]],
  "mulliken_charge": [-0.459, -0.449, -0.887, -0.363, 0.025, 0.403, -0.130, -0.496, 0.958, -1.250, -1.253, -0.420, -0.389, 0.538, 0.365, 0.362, 0.245, 0.495, 0.273, 0.368, 0.378, 0.325, 0.289, 0.359, 0.469, 0.244]
}



No. 6
{
  "formula": "C3H12NOS2",
  "method": "ωB97M-V/def2-TZVPD",
  "e_above_lowest_kcal_mol": 18.4,
  "max_force_ev_per_a": 1.93,
  "e_lumo_ev": -3.3589,
  "gap_ev": 10.0,
  "charge": 1,
  "species": ["N", "C", "C", "C", "S", "S", "H", "H", "H", "H", "H", "H", "H", "H", "H", "H", "H", "H", "O"],
  "positions_angstrom": [[-0.55463, 0.63718, 1.14483], [0.07494, 0.68818, -0.29168], [-0.12614, 2.05048, -0.86569], [-0.58089, -0.46780, -1.04657], [0.27830, -2.04968, -0.68471], [-1.13769, -3.27760, 0.03144], [-0.07016, 1.29284, 1.74366], [-1.53408, 0.89112, 1.08305], [-0.62867, -0.32157, 1.48917], [1.10780, 0.51915, 0.00847], [0.04293, 2.96845, -0.29896], [0.68752, 2.15829, -1.59558], [-1.05348, 2.19785, -1.42040], [-1.63406, -0.49094, -0.75484], [-0.58454, -0.26525, -2.11472], [-1.63942, -3.94884, -0.99729], [1.78859, -1.17663, 1.76649], [3.14547, -0.92125, 1.16325], [2.41822, -0.48399, 1.64008]],
  "atomic_forces_ev_per_a": [[-0.8, -0.2, -1.1], [-0.3, -0.3, 1.9], [0.6, 0.9, -1.6], [0.2, 0.4, -0.1], [0.0, 0.4, -0.4], [-0.5, -0.2, 1.3], [0.2, -0.2, 0.6], [-0.3, 0.6, 0.0], [0.8, 0.0, 0.3], [0.2, -0.2, -0.6], [-0.1, -0.5, 0.9], [-0.3, -0.1, -0.3], [-0.1, -0.3, 0.1], [0.0, -0.4, 0.0], [0.2, 0.0, -0.1], [0.1, 0.0, -0.8], [-0.5, -0.9, 0.2], [-0.2, 0.3, 0.3], [0.8, 0.6, -0.5]],
  "mulliken_charge": [-0.359, 0.383, -1.510, -0.968, -0.004, -0.182, 0.356, 0.338, 0.285, 0.385, 0.453, 0.378, 0.347, 0.475, 0.435, 0.184, 0.300, 0.338, -0.637]
}